Entry 1:
Density functional theory data (wB97M-V/def2-TZVPD) for a 2-piece molecular cluster, C7H15Br2P overall.

Calculated values
Multiplicity = 1
Largest force on an atom = 7.44 eV Å⁻¹
LUMO level (spin up / spin down) = 0.0017 / -0.0116 Eh
HOMO energy (spin up / spin down) = -8.547 / -7.498 eV
Total charge = 0
HOMO-LUMO gap (spin up / spin down) = 8.59 / 7.18 eV
Energy relative to the best compared isomer or geometry (same formula, charge and spin) = 19.64 kcal/mol

Each line ends with the natural charge from an NBO analysis.
Atoms and positions in Å:
C 2.88508 -0.97921 -1.22595  -0.746
H 2.18936 0.96692 2.16689  0.205
H -2.97271 1.38020 0.08145  0.215
P 1.17711 -1.49894 -0.67541  0.598
H -1.91268 -0.36688 -2.09712  0.220
H -1.59753 2.01624 -0.81073  0.215
C 1.64393 1.53253 1.34999  -0.453
H 2.86556 0.01838 -1.65372  0.251
H -1.11715 -1.89031 1.23599  0.208
H 3.15732 -1.86151 -1.80468  0.243
C 0.23160 -0.05856 -0.55834  -0.466
H -2.60723 -0.75256 1.28892  0.219
H -1.64580 -1.93268 -0.99757  0.220
H 0.76382 2.13639 1.71921  0.180
H -3.02961 -1.13599 -0.82968  0.211
C -1.96321 -0.87350 -1.13803  -0.627
Br 2.57509 2.63876 0.08334  0.026
H 0.55485 0.85632 -1.16479  0.233
C -1.21158 -0.12023 -0.08972  -0.123
C -1.48255 -0.94799 1.24479  -0.608
H 1.54404 -1.61654 0.61074  -0.029
Br 4.14554 -0.56727 0.19625  -0.001
H -1.03314 -0.22868 2.01606  0.212
C -1.80530 1.37803 0.05033  -0.613
H -1.35483 1.90708 1.00178  0.209


Entry 2:
Density functional theory data (wB97M-V/def2-TZVPD) for a 2-piece molecular cluster, C2HNO4 overall.

Calculated values
Multiplicity = 1
Largest force on an atom = 5.84 eV Å⁻¹
LUMO level = 0.0167 Eh
Structure (SMILES) = O=C1NO1.O=C=O
HOMO energy = -11.423 eV
Total charge = 0
HOMO-LUMO gap = 11.88 eV
Energy relative to the best compared isomer or geometry (same formula, charge and spin) = 32.50 kcal/mol

Each line ends with the natural charge from an NBO analysis.
Atoms and positions in Å:
O -1.75945 1.43027 -0.17957  -0.509
C -1.04424 0.57255 0.12535  0.844
C -3.81419 -0.50234 -0.27777  1.021
H -0.67282 -1.21455 -0.22107  0.359
O -3.27408 -1.30156 -0.83872  -0.528
O -4.24252 0.36568 0.32402  -0.493
N -0.74302 -0.64527 0.56747  -0.341
O 0.24248 0.45226 0.36653  -0.353


Entry 3:
Density functional theory data (wB97M-V/def2-TZVPD) for C14H30GeO4OsS2 as an isolated structure.

Calculated values
Multiplicity = 2
Expectation value of S² = 0.76
Largest force on an atom = 0.57 eV Å⁻¹
LUMO level (spin up / spin down) = -0.4484 / -0.4503 Eh
HOMO energy (spin up / spin down) = -19.282 / -19.292 eV
Total charge = +3
HOMO-LUMO gap (spin up / spin down) = 7.08 / 7.04 eV
Energy relative to the best compared isomer or geometry (same formula, charge and spin) = 0.00 kcal/mol

Each line ends with the natural charge from an NBO analysis.
Atoms and positions in Å:
H -3.83127 -0.19258 0.81549  0.321
H 3.12239 3.13898 0.45063  0.275
H -4.39778 2.38768 -0.20968  0.264
C -0.20478 -1.22159 5.79763  -0.251
H -1.69145 -3.40890 -1.77320  0.254
C -2.69310 1.13715 -0.51437  0.260
C 0.06544 -2.45561 -0.97738  0.292
C -1.10673 -3.40258 -0.85440  -0.643
S -0.29701 1.19722 2.46342  0.424
H -2.72220 0.84724 1.65293  0.234
H 1.42108 -3.76653 -2.00612  0.278
O 1.23931 0.55097 -0.70475  -0.969
H 1.79322 -2.06463 -2.23053  0.214
H 2.07613 2.12884 1.42049  0.173
H 3.24914 -0.03231 0.94793  0.200
C -0.11242 0.28892 3.93892  0.167
H 3.01863 1.02194 -2.63265  0.233
H -2.67946 -0.50618 -1.95064  0.228
H -3.15166 3.11719 -1.22015  0.258
Os -0.35960 0.01299 0.45422  1.111
H 0.80358 -1.58886 5.62840  0.231
H 4.49584 0.91380 0.14434  0.267
C -2.84255 0.26740 0.73996  -0.620
H -0.90726 -2.01667 6.01362  0.266
O -1.20914 1.31432 -0.62162  -0.610
C 2.51529 1.35164 -0.54346  0.311
C 0.97125 -2.78211 -2.14419  -0.661
H -1.75900 -3.12990 -0.02137  0.211
C 3.55419 0.38697 -0.01479  -0.644
S 1.28311 1.20522 3.99734  0.486
C 2.24269 2.49594 0.40585  -0.644
H 1.40179 3.10875 0.07652  0.236
H 1.03793 -3.30075 0.77418  0.304
H 1.80091 -1.80079 0.21036  0.256
H 0.40282 -2.81696 -3.07511  0.255
H -0.74477 -4.41651 -0.67919  0.261
Ge 0.21037 0.36940 -2.32029  1.547
H -3.03040 1.10716 -2.64108  0.252
C -3.31991 2.50150 -0.33781  -0.642
H -0.25832 -0.41940 6.52873  0.244
H -2.92439 3.01894 0.53741  0.224
H -4.24076 0.25636 -1.70049  0.271
H -2.19160 -0.68399 0.73635  0.189
C 0.85388 -2.32043 0.33040  -0.625
O -0.52203 -1.09584 -1.20902  -0.907
H 3.77042 2.42476 -1.91028  0.284
C 2.84441 1.84922 -1.93823  -0.668
H 2.07157 2.51896 -2.32626  0.231
O -0.70079 -0.65481 4.48084  -0.359
H 3.74277 -0.42258 -0.72010  0.234
C -3.16991 0.45064 -1.78130  -0.665
H 0.22277 -1.85220 1.15878  0.159


Entry 4:
Density functional theory data (wB97M-V/def2-TZVPD) for one molecule with the formula C5H6O2.

Calculated values
Multiplicity = 1
Largest force on an atom = 0.51 eV Å⁻¹
LUMO level = 0.0224 Eh
HOMO energy = -9.355 eV
Total charge = 0
HOMO-LUMO gap = 9.96 eV
Energy relative to the best compared isomer or geometry (same formula, charge and spin) = 120.43 kcal/mol

Each line ends with the Mulliken charge.
Atoms and positions in Å:
H -0.83059 -2.04154 -0.25407  0.346
C 0.71888 -0.17483 -0.51017  0.649
C 2.26525 -0.29683 -0.31601  0.002
O -1.36812 -1.23754 -0.22778  -0.519
H 2.98978 -0.36602 0.49253  0.288
C -1.34680 1.09580 0.18046  -1.308
H -2.30986 0.96013 0.68046  0.348
H -1.53036 1.34432 -0.86813  0.331
H -0.28740 -0.39553 1.33458  0.201
C 1.64109 0.80629 -0.92248  -0.843
H -0.80910 1.92337 0.65010  0.377
O 1.42961 -1.42021 -0.52357  -0.405
C -0.56237 -0.19741 0.28408  0.533


Entry 5:
Density functional theory data (wB97M-V/def2-TZVPD) for one molecule with the formula C2H3N3OS.

Calculated values
Multiplicity = 1
Largest force on an atom = 6.11 eV Å⁻¹
LUMO level = -0.0558 Eh
HOMO energy = -9.036 eV
Total charge = 0
HOMO-LUMO gap = 7.52 eV
Energy relative to the best compared isomer or geometry (same formula, charge and spin) = 103.90 kcal/mol

Each line ends with the natural charge from an NBO analysis.
Atoms and positions in Å:
H -1.37871 0.13693 1.89149  0.386
O 2.84902 -0.25019 -1.45505  -0.873
H 1.14546 -0.75241 1.35394  0.235
N -0.80137 0.24409 -1.18943  -0.306
S 1.49936 -0.48897 -1.07404  1.636
C -0.61397 0.20323 0.07607  0.406
N -1.54032 0.50019 0.99585  -0.782
N 0.28852 0.10530 -1.96431  -0.442
C 1.07750 -0.02986 0.52700  -0.661
H -2.52549 0.33170 0.83849  0.401


Entry 6:
Density functional theory data (wB97M-V/def2-TZVPD) for C32H21CaF5I2N7O3SSeTe as an isolated structure.

Calculated values
Multiplicity = 1
Largest force on an atom = 3.60 eV Å⁻¹
LUMO level = 0.0337 Eh
HOMO energy = -5.456 eV
Total charge = -1
HOMO-LUMO gap = 6.37 eV
Energy relative to the best compared isomer or geometry (same formula, charge and spin) = 42.52 kcal/mol

Each line ends with the Mulliken charge.
Atoms and positions in Å:
C 0.81512 3.41745 -3.33431  -0.085
H -2.53824 -2.25496 -2.34015  -0.090
C 3.62150 3.69575 0.37136  -1.026
H -5.00337 -1.99540 -2.28016  0.465
C 3.30391 4.99324 0.73801  -0.446
C 0.66365 0.99626 -1.27702  -0.821
H -2.91019 3.92341 -4.18270  0.394
C 2.31295 -0.33707 1.59082  -0.471
C 2.01779 5.47194 0.51083  -0.920
H -2.25630 2.96653 -2.00112  0.412
H 4.62414 3.31637 0.52974  0.448
C -5.06269 -1.95544 -0.13079  -0.750
C 0.06292 -2.68500 3.04052  -0.396
N -0.20220 0.18933 -0.60722  0.544
H 1.45415 -0.13418 2.22358  0.517
Ca 0.03589 -2.03330 -0.10006  1.791
I 0.80859 -2.33832 -3.03145  0.618
O -1.77569 0.57561 1.04910  -0.715
F 1.44693 -6.47925 -0.67531  -0.397
H 5.61428 0.22684 1.26891  0.464
C 4.61178 -0.11689 1.04550  -0.454
H 1.21696 4.20005 -5.28365  0.398
N -0.82777 2.30684 -0.13341  0.145
H 4.05296 5.63476 1.18550  0.389
C -0.44326 -2.73990 4.33641  -1.150
H -1.20793 3.03273 0.44701  0.262
Te 1.88440 -4.65175 -0.40681  1.543
H -1.17501 4.54519 -5.83357  0.385
C -4.06686 -2.15071 3.54378  0.983
F 2.69906 -3.53713 0.97389  -0.475
N -6.15787 -1.76081 2.57179  -0.883
C -3.06250 -2.18967 -1.39180  -0.118
C -1.49649 3.25678 -2.71498  -0.468
N -0.72035 -2.48119 1.99455  -0.434
H -2.24694 -2.59439 5.49838  0.521
C -1.79747 -2.56813 4.51400  -0.652
H 0.07276 5.03806 -0.26736  0.424
H 1.85925 3.24947 -3.10154  0.432
N 2.07833 -1.07756 0.50785  0.983
H 0.22063 -2.91081 5.17167  0.445
C -2.05508 -2.34193 2.13862  0.029
C -4.89042 -1.97046 2.36306  0.993
C 0.26882 2.49123 -1.05298  3.171
C 3.56492 0.14866 1.91459  -1.335
C -2.91538 -2.19224 0.90661  -0.279
C 1.37483 3.33731 -0.42753  -0.775
C 4.36820 -0.84819 -0.10244  -1.005
Se -6.40491 -1.77905 4.34329  0.189
O 0.17692 -4.02998 -0.54374  -0.925
F 3.63020 -5.30080 -0.33931  -0.380
H 2.92923 1.86912 -0.52393  0.582
F 1.45737 -5.37852 1.33124  -0.450
C -4.29114 -2.03745 1.02833  0.488
C 2.66400 2.86962 -0.21120  0.323
N -4.67739 -2.08852 4.69123  -0.877
I -1.32009 -1.99403 -5.04453  -0.536
C -1.01209 0.97721 0.17353  -0.470
O 1.63181 0.67741 -1.94013  -0.561
C 0.45089 3.94377 -4.56225  -0.850
C 1.06708 4.65013 -0.06966  -0.242
H 3.71488 0.70769 2.82762  0.440
H 5.15809 -1.08946 -0.79915  0.486
C -2.62326 -2.36462 3.40703  0.598
C -1.86157 3.79031 -3.94642  -0.863
C -0.15791 3.07731 -2.39724  -0.715
S 2.90205 -2.54757 -1.64584  -0.548
N -2.32412 -2.25088 -0.29551  0.175
H 1.12012 -2.82669 2.83684  0.561
C -4.44670 -2.04219 -1.35493  -0.934
H -6.13366 -1.83043 -0.03616  0.520
H 1.76094 6.48954 0.77849  0.384
C -0.89072 4.13882 -4.87095  -0.427
F 2.15261 -4.96667 -2.27523  -0.421
C 3.08461 -1.33319 -0.32118  0.839


Q: Which formula does entry 3 have?
A: C14H30GeO4OsS2